1.
Computed, not measured: a single C7H8N2OS molecule in a non-equilibrium geometry, with ωB97M-V/def2-TZVPD.

The calculated total energy comes out at -854.37634 Eh. The calculation puts the energy above the lowest of the compared OMol25 structures with the same formula, charge and spin at 63.6 kcal per mole. As for the structure (SMILES): C[C@@H]1N=N[C@H](c2cccs2)O1. The calculation puts the LUMO energy at 0.02439 hartree.

```
! wB97M-V def2-TZVPD RIJCOSX def2/J DEFGRID3
* xyz 0 1
H 1.005 2.672 -1.421
H -0.677 -2.144 4.442
C 0.364 -0.059 1.830
O -0.068 1.727 0.016
C 0.956 1.140 1.145
H -0.057 1.496 -3.237
H 0.651 -0.048 -2.475
H 0.125 -1.481 0.191
C 0.682 1.703 -1.144
C -0.137 -1.149 1.215
C -0.475 -2.159 2.128
N 2.029 0.757 0.364
H -1.015 0.571 -2.021
H -1.020 -3.018 1.736
N 1.948 0.966 -0.819
H 1.077 1.960 1.763
S 0.342 -0.195 3.547
C -0.012 0.871 -2.268
C -0.344 -1.738 3.436
*
```

***

2.
Computed, not measured: a molecular structure, C24H22BrCrN4O7 in a non-equilibrium geometry, with ωB97M-V/def2-TZVPD.

The calculated total energy comes out at -5292.10785 Eh. The calculation puts the energy above the lowest of the compared OMol25 structures with the same formula, charge and spin at 35.7 kcal per mole. The expectation value of S² is 3.840. The calculation puts the LUMO energy (spin up / spin down) at -0.05548 / -0.00914 hartree.

```
! wB97M-V def2-TZVPD RIJCOSX def2/J DEFGRID3
* xyz 0 4
H -2.307 -2.607 5.247
N -1.940 -2.221 4.390
N -1.713 -0.380 -1.027
O -2.655 1.670 -1.098
C 3.895 2.844 -3.657
H -6.195 0.196 -1.046
C -5.233 0.590 -0.724
H -5.491 0.042 -3.179
N -1.682 -1.662 2.285
O 0.380 -0.175 1.111
H 5.195 3.217 -1.315
C 2.017 1.734 -4.672
N -3.015 -2.333 -1.190
O 1.426 0.010 3.033
H -4.354 -3.137 3.641
C -0.648 -1.143 3.031
C 2.725 1.342 0.105
C 3.519 2.357 -2.379
H -5.845 1.096 1.291
C -2.439 -2.317 3.133
C 2.349 1.573 -2.243
H -2.660 -0.935 -3.887
C -4.409 0.079 -3.039
H -3.955 -0.614 -5.033
H -3.372 -4.156 2.584
H -3.056 -3.338 -1.121
H -4.127 -1.921 -3.868
C -2.789 0.470 -1.185
H 1.252 -0.296 4.799
C -0.125 -1.276 5.677
H 3.467 2.929 -5.742
H 1.440 1.469 -5.550
C 3.168 2.551 -4.772
C -1.780 -1.745 -1.035
C -5.098 0.476 0.792
C 1.666 1.292 -3.441
C 1.914 1.073 -0.976
H -4.113 0.805 1.135
C -3.747 -0.907 -4.003
C -0.799 -1.488 4.359
C 4.297 2.614 -1.224
C -4.149 -0.147 -1.516
C 3.916 2.103 -0.023
H -5.258 -0.552 1.117
O -0.739 -2.393 -0.938
H -5.174 1.637 -1.023
H 4.788 3.456 -3.734
O 0.994 -0.591 5.714
Cr 0.180 -0.014 -0.639
C 0.462 -0.383 2.405
O -5.266 -2.249 -1.218
H 4.515 2.285 0.862
Br 0.159 0.161 -3.222
C -4.220 -1.646 -1.266
C -3.651 -3.124 2.808
H -4.088 1.097 -3.256
O -0.639 -1.744 6.666
H -4.149 -2.714 1.936
H 2.466 0.997 1.092
*
```

***

3.
Computed, not measured: a gas-phase ion, C4H5FNO3 (charge -1) in a non-equilibrium geometry, with ωB97M-V/def2-TZVPD.

The calculated total energy comes out at -535.55296 Eh. The expectation value of S² is 2.008. The calculation puts the LUMO energy (spin up / spin down) at 0.12652 / 0.05361 hartree.

```
! wB97M-V def2-TZVPD RIJCOSX def2/J DEFGRID3
* xyz -1 3
O 0.270 0.375 0.109
H 2.934 1.210 -0.164
H 0.940 -0.627 -1.394
N -0.998 -0.163 -0.144
C 1.198 0.287 -0.895
C -3.118 -0.810 0.745
H 3.137 -0.338 -0.931
H 1.216 1.081 -1.763
H 2.381 -0.207 0.739
F -1.700 1.083 1.581
O -3.541 -1.407 -0.227
C -1.903 0.210 0.609
O -3.361 -0.868 1.948
C 2.543 0.174 -0.213
*
```

***

4.
Computed, not measured: a molecular structure, C59H64N2O6PRbSSi in a non-equilibrium geometry, with ωB97M-V/def2-TZVPD.

The calculated total energy comes out at -3900.72264 Eh. The calculation puts the energy above the lowest of the compared OMol25 structures with the same formula, charge and spin at 24.0 kcal per mole. The calculation puts the LUMO energy at 0.10846 hartree.

```
! wB97M-V def2-TZVPD RIJCOSX def2/J DEFGRID3
* xyz -2 1
O 0.323 1.514 -1.679
H 1.045 -0.365 -3.815
H -2.006 -0.939 -7.477
H -2.422 -2.645 4.303
C 1.624 5.509 -4.274
H 4.959 4.896 -0.221
C 4.410 2.822 -0.043
O -2.020 0.898 -0.340
O -4.314 -0.275 4.924
C -1.209 -1.533 -7.040
H 1.389 3.381 -3.026
C -3.304 3.541 6.003
C 1.911 -0.242 4.741
H 1.414 3.350 3.441
Si 3.570 0.060 0.296
C -1.764 4.716 -3.224
H 2.134 5.459 -3.308
H -2.045 5.901 0.215
C -1.253 5.189 0.422
H 4.858 -0.818 2.280
C 4.055 1.625 -0.684
H -2.051 5.248 5.649
O -3.146 -1.337 -2.718
H -4.328 -1.890 0.544
H 4.157 2.821 -3.889
H -2.518 3.911 1.583
C -0.507 -1.043 -5.981
C 4.238 2.827 -2.805
C 0.560 -1.797 -5.341
O 0.217 5.589 -4.120
H -3.080 -4.595 -1.273
C 2.174 -5.837 2.357
C -1.519 4.063 1.187
H -3.855 4.000 6.815
H -4.492 -3.486 -1.299
H -1.553 -3.582 -3.608
H 0.128 -0.722 3.637
H 3.331 2.820 4.863
C 0.016 5.383 -0.107
C 2.814 0.750 5.087
C -4.013 1.533 -1.449
C -0.367 4.581 -3.407
C 4.682 3.989 -0.753
H -2.290 -3.444 0.774
H 2.740 -7.695 3.267
H -3.752 -4.013 -2.843
C 2.317 -7.218 2.391
H -4.364 -2.236 5.578
C 0.997 4.421 0.092
H 2.040 -9.062 1.333
C -4.356 -1.686 4.638
H 2.032 -1.801 1.872
H 4.052 -1.488 -1.674
Rb -0.005 -0.563 -0.456
S -2.488 -2.313 -1.803
C -2.422 3.742 -2.521
H 1.594 -3.716 -5.500
H 0.223 6.257 -0.714
H 0.821 -5.483 -0.702
C 2.047 -2.839 2.221
C -1.881 2.340 3.870
N -2.431 -0.644 3.756
C -3.376 -2.494 2.396
H -4.240 1.658 -2.506
C 1.436 -3.723 1.174
C -2.519 1.656 -1.179
H 4.822 4.903 -2.700
H 1.071 -7.961 -0.664
C -2.083 -2.955 1.726
H -4.329 0.543 -1.131
H -5.274 -1.905 4.091
H -3.494 3.846 -2.384
H -3.437 -0.597 1.343
C -0.941 -2.815 -7.599
H 4.369 0.849 2.598
C -0.519 3.125 1.457
C 0.096 -3.572 -6.998
H 2.478 -5.246 3.213
C -3.562 -3.764 -1.797
C -0.335 2.494 -2.116
C -2.862 1.626 4.588
H 1.973 4.526 -0.369
P -0.918 1.604 2.413
H -5.018 -1.109 1.975
C -4.085 -1.462 1.518
H 1.929 6.411 -4.801
H 3.081 -3.123 2.426
C -3.577 2.243 5.620
C 1.237 -1.349 -4.240
H -4.341 1.671 6.129
H 5.770 0.525 1.546
H 1.474 -2.920 3.155
H -0.861 4.223 3.791
C 1.380 -7.368 0.187
H 3.672 0.517 5.706
C 0.626 1.346 3.432
C -3.153 0.192 4.359
H 1.913 4.631 -4.859
C 4.604 3.998 -2.142
H -0.673 -3.838 -2.045
H -4.562 2.287 -0.872
C -2.301 4.237 5.348
H 2.054 -1.255 5.104
C -3.091 -1.944 3.797
C 4.461 -1.363 -0.663
C 0.321 3.517 -2.897
H 3.650 0.779 -2.628
C 4.758 0.178 1.824
C -1.670 -3.321 -8.705
H -0.753 -0.068 -5.572
C 1.634 -5.214 1.244
O 0.783 -3.267 0.277
C 1.539 2.337 3.798
C -1.619 3.646 4.302
H 5.549 -1.209 -0.752
H 2.010 -1.958 -3.777
C 0.833 0.054 3.916
H 4.298 -2.310 -0.130
H -4.036 -3.357 2.546
C 2.624 2.040 4.609
C 1.236 -5.990 0.162
C -1.765 2.643 -1.932
H -1.529 -3.660 2.356
C 0.810 -3.101 -5.934
C 3.964 1.669 -2.087
H -0.440 -2.337 -2.999
C 0.729 3.292 0.856
N -2.262 -3.740 -9.613
H 4.475 2.841 1.045
H 0.320 -4.553 -7.405
C -1.160 -3.113 -2.706
H -1.446 -2.087 1.515
H 1.491 2.521 0.947
H -2.278 5.576 -3.639
C 1.923 -7.986 1.306
*
```

***

5.
Computed, not measured: 8 unconnected molecules or ions with the total composition C42H49F10NO24S in a non-equilibrium geometry, with ωB97M-V/def2-TZVPD.

The calculated total energy comes out at -4887.15444 Eh. As for the structure (SMILES): COCCCCCC1=C(c2cccnc2)C(=O)C(F)=C(CCC(F)(F)C(F)(F)S(F)(F)(F)(F)F)C1=O.O=C1OCCO1.O=C1OCCO1.O=C1OCCO1.O=C1OCCO1.O=C1OCCO1.O=C1OCCO1.O=C1OCCO1. The calculation puts the LUMO energy at -0.04541 hartree.

```
! wB97M-V def2-TZVPD RIJCOSX def2/J DEFGRID3
* xyz 0 1
H -0.941 -1.376 2.297
H -5.089 2.597 -2.483
H -3.013 1.982 -1.429
C -5.657 0.437 -0.786
C 6.137 5.350 4.654
F 4.303 4.519 -1.806
C 5.016 -2.774 -4.138
H 2.014 1.218 -2.477
C -0.690 -2.625 0.661
C 1.748 -4.430 2.421
H 6.592 -3.991 -3.251
H -8.647 0.952 -0.636
C -0.048 -6.161 3.400
H -4.475 0.078 4.039
C -3.785 -1.568 2.817
O -11.766 1.136 0.135
O 5.809 5.805 5.696
S 3.132 3.679 -1.183
C 5.933 -3.979 -4.121
C 1.688 2.729 -0.431
C -0.431 -5.412 2.289
O -5.901 0.734 -2.081
H 0.318 4.096 -3.153
O -10.202 2.310 -0.933
C 1.224 -6.022 3.950
C -3.564 -0.227 3.533
C 6.196 3.993 2.847
O -1.840 -1.445 -1.067
H 5.317 4.196 2.235
H 1.517 -6.601 4.813
O -4.411 0.798 -0.428
C -2.413 -0.275 4.542
C 0.458 -1.616 -1.364
H -3.138 0.303 -1.969
C -0.813 -1.855 -0.617
F 2.344 5.023 -0.892
H -1.281 1.579 6.597
H 6.447 -2.345 7.106
H -4.816 -1.578 2.473
C 6.717 -2.450 -5.590
C -1.577 -0.584 -6.872
H -3.341 0.547 2.801
H -10.620 -0.439 -0.541
C -1.651 0.555 6.612
C 1.880 0.468 -1.699
H 4.690 -1.404 5.731
C -1.495 -2.216 1.860
H -2.831 -0.738 1.102
H 2.770 -0.150 -1.738
C 7.257 5.066 2.711
F 3.961 2.359 -1.452
O -2.744 0.455 5.700
C -0.217 4.981 -3.502
F 2.476 -2.570 -2.037
F 1.488 3.209 0.801
C -0.109 5.172 -5.001
N 2.124 -5.162 3.465
H 0.823 4.797 -5.416
C -4.813 1.545 -2.567
O -0.869 1.265 -5.711
H -1.254 -1.577 -7.174
H -3.598 -2.406 3.486
C 6.028 -3.008 6.354
F 0.586 3.002 -1.148
H -2.010 0.300 7.605
F 3.828 3.785 0.240
H 8.258 4.697 2.941
O -3.236 3.896 -4.618
O 6.723 -3.773 -5.296
H -0.243 6.213 -5.300
H -0.849 -0.127 6.340
F 2.861 0.853 0.458
C 1.837 1.192 -0.353
H 0.616 -0.456 -3.116
O 4.189 -3.266 5.007
O 5.833 4.097 4.226
C -1.726 0.564 -4.939
C 4.082 -4.121 6.056
H -0.285 0.314 -1.863
H 2.471 -3.711 2.046
C -2.916 -1.720 1.561
H -9.140 1.892 0.786
C -11.523 2.212 -0.655
C 0.602 -0.283 -2.037
F 0.701 0.813 0.325
O -6.448 -0.080 -0.056
H 5.737 -2.010 4.431
C -3.698 1.162 -1.628
H -0.314 0.997 -7.696
O -12.356 2.961 -1.048
H 6.564 2.994 2.626
O -2.134 0.929 -3.883
C -10.568 0.354 0.207
H 0.506 -0.044 -6.515
O -2.063 -0.604 -5.525
H 6.832 -3.592 5.902
H 5.402 -4.926 -4.178
H -3.400 -2.334 0.807
H -10.463 -0.092 1.192
H -2.190 -1.318 4.796
O 5.085 -3.901 6.947
O 1.281 -4.949 -1.011
H -4.590 1.319 -3.602
O 5.806 -1.798 -4.822
O -1.215 4.405 -5.489
O 7.406 -1.932 -6.403
O 6.869 6.004 3.717
H -1.405 -5.524 1.837
H -0.743 -6.862 3.842
O -1.620 4.772 -3.326
H 0.113 5.846 -2.932
H -1.509 0.133 4.073
C 0.979 -3.860 -0.624
C -0.445 0.418 -6.786
C 5.183 -2.289 5.323
C -9.496 1.374 -0.106
H 4.103 -2.954 -4.709
H 4.751 -2.423 -3.145
C 1.320 -2.616 -1.370
C 0.203 -3.623 0.631
O 3.236 -4.938 6.188
F 2.479 3.581 -2.621
H -1.481 -3.004 2.606
C -2.131 4.313 -4.493
H -2.382 -0.252 -7.529
C 0.505 -4.502 1.781
H 7.268 5.539 1.733
*
```